1.
3 unconnected molecules or ions with the total composition C26H46FN2O12P3S, computed with wB97M-V/def2-TZVPD.

Last column: Mulliken charge in e.
Element x y z (Å)
1 C -4.966 1.935 -6.564  -0.604
2 C -5.228 3.273 -5.653  -0.537
3 C -4.348 3.358 -4.272  -0.468
4 C -4.139 1.932 -3.491  -0.740
5 C -2.510 1.697 -3.354  0.215
6 C -1.732 2.639 -2.241  -0.491
7 C -0.095 2.545 -1.925  0.414
8 N 0.429 3.450 -0.849  -0.514
9 C 1.904 3.196 -0.683  0.270
10 C 2.642 4.090 0.523  -0.441
11 C 2.041 3.611 1.971  -0.331
12 F 3.000 3.857 3.073  -0.309
13 C 2.810 2.157 -1.550  0.034
14 P 4.724 1.954 -1.251  0.553
15 O 5.594 3.459 -1.360  -0.523
16 O 5.081 1.093 0.244  -0.484
17 S 5.449 0.808 -2.696  -0.385
18 N 2.237 1.275 -2.626  -0.298
19 C 0.758 1.466 -2.787  0.048
20 C 0.000 0.515 -3.926  -0.747
21 C -1.621 0.618 -4.217  0.415
22 C -2.345 -0.313 -5.371  -0.161
23 C -1.910 -1.894 -5.341  -0.418
24 C -3.037 -2.701 -6.268  -0.473
25 C -2.413 -3.350 -7.639  0.345
26 O -3.030 -3.073 -8.821  -0.557
27 O -1.241 -4.248 -7.581  -0.292
28 C -1.423 -5.383 -8.546  -0.298
29 C -0.625 -4.905 -9.934  -0.728
30 H -3.842 1.635 -6.699  0.100
31 H -5.501 1.035 -5.990  0.147
32 H -5.543 2.010 -7.606  0.345
33 H -4.883 4.201 -6.322  0.270
34 H -6.388 3.471 -5.452  0.289
35 H -3.290 3.855 -4.452  0.355
36 H -4.962 4.060 -3.527  0.220
37 H -4.534 2.070 -2.374  0.341
38 H -4.725 1.024 -3.939  0.384
39 H -2.371 3.413 -1.596  0.210
40 H 3.807 4.102 0.441  0.292
41 H 2.273 5.205 0.342  0.293
42 H 1.049 4.243 2.173  0.241
43 H 1.695 2.497 1.853  0.330
44 H 5.139 4.127 -1.955  0.365
45 H 5.864 0.493 -0.023  0.324
46 H 0.671 -0.260 -4.539  0.187
47 H -1.961 0.116 -6.416  0.328
48 H -3.528 -0.242 -5.315  -0.015
49 H -0.829 -2.084 -5.764  0.324
50 H -1.965 -2.376 -4.256  0.276
51 H -3.921 -1.979 -6.608  0.191
52 H -3.571 -3.576 -5.667  0.369
53 H -2.549 -5.640 -8.742  0.288
54 H -0.876 -6.303 -8.062  0.269
55 H -0.714 -3.723 -9.974  0.224
56 H 0.483 -5.260 -9.797  0.261
57 H -1.175 -5.377 -10.858  0.265
58 C 4.096 2.727 4.976  -0.807
59 O 4.536 2.013 6.115  -0.390
60 P 3.407 1.216 6.941  1.052
61 O 2.345 0.581 6.096  -0.581
62 O 2.842 2.265 8.029  -0.300
63 C 3.415 3.548 8.149  -0.640
64 O 4.245 0.180 7.841  -0.329
65 C 3.477 -0.673 8.668  -0.413
66 H 4.708 3.626 4.866  0.363
67 H 4.212 2.099 4.089  0.309
68 H 3.049 3.029 5.077  0.372
69 H 3.036 4.184 7.344  0.257
70 H 4.507 3.511 8.117  0.316
71 H 3.109 3.981 9.104  0.265
72 H 2.610 -1.065 8.129  0.032
73 H 3.140 -0.119 9.549  0.270
74 H 4.094 -1.515 8.990  0.253
75 C 1.703 -4.451 6.981  -0.627
76 O 0.443 -4.098 7.517  -0.297
77 P -0.828 -4.294 6.549  0.996
78 O -0.766 -5.508 5.672  -0.670
79 O -0.977 -2.906 5.739  -0.342
80 C -0.130 -1.817 6.029  -0.656
81 O -2.086 -4.263 7.550  -0.305
82 C -3.354 -4.434 6.946  -0.700
83 H 2.462 -3.784 7.396  0.169
84 H 1.937 -5.482 7.256  0.263
85 H 1.712 -4.352 5.891  0.379
86 H 0.841 -1.984 5.557  0.304
87 H -0.005 -1.673 7.106  0.314
88 H -0.568 -0.909 5.606  0.347
89 H -3.328 -5.233 6.199  0.333
90 H -3.660 -3.499 6.469  0.265
91 H -4.086 -4.701 7.712  0.231

Computed properties:
SMILES string: CCCCc1cc2nc(CCF)c(P(O)(O)=S)nc2cc1CCCC(=O)OCC.COP(=O)(OC)OC.COP(=O)(OC)OC
molecular weight: 722.6 g/mol
electronic energy: -3552.397079 hartree
highest occupied orbital energy: -8.6 eV

2.
A gas-phase ion, C6H7F6N2 (charge +1), computed with wB97M-V/def2-TZVPD.

Last column: Mulliken charge in e.
Element x y z (Å)
1 C 1.044 0.354 -0.751  -0.051
2 C 1.621 -1.191 -1.079  -0.345
3 C -1.531 0.399 -0.786  -0.338
4 C -0.168 -0.041 1.142  -1.029
5 C 1.649 -1.261 -2.643  0.646
6 C 3.017 -1.295 -0.422  0.730
7 N 1.438 1.537 -0.589  -0.153
8 N -0.372 0.219 -0.302  0.093
9 F 0.360 -0.984 -2.966  -0.238
10 F 2.305 -0.212 -3.188  -0.230
11 F 2.121 -2.390 -3.016  -0.170
12 F 3.817 -0.270 -0.726  -0.244
13 F 2.934 -1.194 0.900  -0.262
14 F 3.442 -2.489 -0.694  -0.210
15 H -2.431 0.423 -0.293  0.299
16 H -1.554 0.645 -1.863  0.273
17 H 0.958 -1.849 -0.611  0.751
18 H -1.141 -0.229 1.592  0.381
19 H 0.160 -1.022 1.207  0.392
20 H 0.347 0.734 1.594  0.359
21 H 2.405 1.780 -0.779  0.348

Computed properties:
multiplicity: 3
net charge: +1
molecular weight: 221.1 g/mol
electronic energy: -941.023841 hartree
highest occupied orbital energy (spin up / spin down): -10.7 / -16.1 eV
expectation value of S²: 2.0169

3.
2 unconnected molecules or ions with the total composition C2H10NOS, computed with wB97M-V/def2-TZVPD.

Last column: Mulliken charge in e.
Element x y z (Å)
1 C 0.639 0.320 0.846  -0.599
2 C 1.261 -0.456 -0.308  -0.614
3 S 2.941 0.174 -0.505  -0.183
4 N -0.736 -0.228 1.165  -0.188
5 H 1.264 0.258 1.734  0.450
6 H 0.531 1.365 0.577  0.320
7 H 1.310 -1.523 -0.085  0.373
8 H 0.672 -0.340 -1.216  0.322
9 H 2.904 0.593 -1.777  0.163
10 H -1.077 0.166 2.042  0.398
11 H -1.434 -0.005 0.429  0.216
12 H -0.694 -1.237 1.294  0.372
13 H -2.961 0.861 -1.063  0.334
14 H -2.248 -0.041 -2.040  0.321
15 O -2.374 0.094 -1.092  -0.686

Computed properties:
net charge: +1
molecular weight: 96.2 g/mol
energy relative to the best compared isomer or geometry (same formula, charge and spin): 0.0 kcal per mole
electronic energy: -610.137415 hartree
highest occupied orbital energy: -12.9 eV

4.
C5H10O in the gas phase, computed with wB97M-V/def2-TZVPD.

Last column: Mulliken charge in e.
Element x y z (Å)
1 C 2.310 0.819 -0.727  -1.152
2 C 1.035 1.067 0.080  0.005
3 C 0.392 -0.222 0.428  -0.723
4 O -0.507 -0.220 1.404  -0.311
5 C -1.636 -0.859 1.193  -0.119
6 C -2.180 -1.005 -0.183  -0.952
7 H 3.074 0.330 -0.112  0.308
8 H 2.721 1.751 -1.118  0.346
9 H 2.109 0.167 -1.590  0.302
10 H 1.220 1.643 0.999  0.244
11 H 0.333 1.692 -0.511  0.222
12 H 0.321 -1.040 -0.278  0.497
13 H -2.165 -1.102 2.105  0.452
14 H -1.789 -0.191 -0.824  0.311
15 H -3.266 -0.889 -0.137  0.306
16 H -1.973 -1.939 -0.731  0.263

Computed properties:
molecular weight: 86.1 g/mol
energy relative to the best compared isomer or geometry (same formula, charge and spin): 84.7 kcal per mole
electronic energy: -271.617678 hartree
highest occupied orbital energy (spin up / spin down): -7.1 / -6.9 eV

5.
A molecular structure, C54H46GeN4S4Tc, computed with wB97M-V/def2-TZVPD.

Last column: Mulliken charge in e.
Element x y z (Å)
1 Tc 8.553 -15.381 -12.775  0.915
2 N 8.183 -15.982 -14.503  -0.237
3 S 7.241 -17.174 -14.977  1.571
4 N 7.310 -18.659 -14.286  0.317
5 S 8.508 -19.538 -13.724  0.642
6 N 9.469 -19.215 -12.453  -0.023
7 S 9.319 -18.163 -11.267  2.326
8 N 9.071 -16.673 -11.604  -0.854
9 C 7.905 -18.673 -10.297  0.490
10 C 6.779 -17.807 -10.143  -0.167
11 C 5.665 -18.333 -9.512  -1.116
12 C 5.754 -19.493 -8.794  -0.687
13 C 6.966 -20.190 -8.738  -0.955
14 C 8.018 -19.848 -9.596  -0.583
15 C 10.808 -18.330 -10.387  0.415
16 C 11.951 -18.934 -10.873  -0.076
17 C 13.098 -18.901 -10.061  -0.505
18 C 13.121 -18.339 -8.787  -0.608
19 C 11.955 -17.749 -8.312  -0.872
20 C 10.787 -17.831 -9.041  -1.021
21 C 7.560 -21.012 -13.282  0.541
22 C 8.032 -22.280 -13.438  -0.083
23 C 7.244 -23.363 -13.028  -0.844
24 C 5.987 -23.216 -12.510  -0.722
25 C 5.531 -21.923 -12.340  -0.919
26 C 6.254 -20.794 -12.773  -0.876
27 C 9.570 -20.173 -15.065  0.313
28 C 10.879 -19.780 -15.114  -0.096
29 C 11.744 -20.227 -16.095  -0.924
30 C 11.255 -21.129 -17.044  -0.525
31 C 9.884 -21.505 -17.017  -0.893
32 C 9.035 -20.978 -16.033  -0.493
33 C 5.484 -16.828 -14.659  0.488
34 C 5.151 -15.526 -14.314  -0.463
35 C 3.843 -15.165 -14.011  -0.895
36 C 2.858 -16.156 -14.140  -0.666
37 C 3.235 -17.446 -14.571  -0.820
38 C 4.571 -17.817 -14.747  -0.584
39 C 7.443 -17.367 -16.714  0.608
40 C 8.711 -17.117 -17.196  -0.456
41 C 8.921 -17.273 -18.569  -0.603
42 C 7.838 -17.435 -19.425  -0.755
43 C 6.527 -17.575 -18.915  -0.606
44 C 6.312 -17.542 -17.549  -0.701
45 H 6.804 -16.799 -10.559  0.139
46 H 4.731 -17.835 -9.669  0.555
47 H 4.969 -19.830 -8.202  0.627
48 H 7.039 -21.064 -8.098  0.454
49 H 8.835 -20.509 -9.712  0.685
50 H 11.962 -19.397 -11.858  0.445
51 H 14.053 -19.356 -10.421  0.434
52 H 14.097 -18.248 -8.242  0.389
53 H 11.910 -17.350 -7.354  0.560
54 H 9.889 -17.420 -8.623  0.522
55 H 9.072 -22.492 -13.771  0.499
56 H 7.614 -24.378 -13.119  0.467
57 H 5.359 -24.042 -12.113  0.426
58 H 4.606 -21.811 -11.794  0.464
59 H 5.942 -19.811 -12.619  0.886
60 H 11.309 -19.153 -14.357  0.305
61 H 12.721 -19.867 -16.282  0.572
62 H 11.977 -21.444 -17.823  0.421
63 H 9.399 -22.208 -17.781  0.396
64 H 7.998 -21.347 -15.981  0.622
65 H 6.002 -14.831 -14.277  0.334
66 H 3.573 -14.152 -13.691  0.477
67 H 1.886 -16.053 -13.659  0.424
68 H 2.465 -18.228 -14.664  0.440
69 H 4.794 -18.828 -14.767  0.792
70 H 9.476 -16.834 -16.491  0.510
71 H 9.945 -17.189 -18.995  0.472
72 H 7.958 -17.306 -20.516  0.425
73 H 5.633 -17.763 -19.537  0.447
74 H 5.331 -17.683 -17.165  0.491
75 Ge 10.900 -14.307 -13.521  0.546
76 C 12.389 -15.518 -14.124  0.315
77 C 13.143 -16.250 -13.226  -0.544
78 C 14.279 -16.922 -13.680  -0.586
79 C 14.694 -16.833 -15.043  -0.696
80 C 13.824 -16.250 -15.978  -0.778
81 C 12.673 -15.616 -15.514  0.166
82 C 10.809 -13.028 -15.005  0.409
83 C 9.569 -12.400 -15.356  -0.086
84 C 9.550 -11.344 -16.247  -0.831
85 C 10.750 -10.758 -16.584  -0.265
86 C 11.946 -11.384 -16.378  -0.541
87 C 11.976 -12.522 -15.545  -0.274
88 H 11.555 -13.411 -12.438  0.127
89 H 12.853 -16.253 -12.173  0.517
90 H 14.869 -17.554 -12.987  0.407
91 H 15.604 -17.396 -15.375  0.395
92 H 13.974 -16.413 -17.068  0.425
93 H 11.973 -15.215 -16.301  0.418
94 H 8.677 -12.791 -14.897  0.280
95 H 8.644 -10.786 -16.369  0.430
96 H 10.693 -9.798 -17.145  0.415
97 H 12.901 -10.933 -16.685  0.422
98 H 12.912 -12.972 -15.323  0.529
99 S 7.525 -13.438 -12.180  -0.239
100 C 7.459 -12.916 -10.484  0.757
101 C 7.552 -11.561 -10.188  -0.592
102 C 7.594 -11.086 -8.836  -0.641
103 C 7.514 -11.984 -7.812  -0.574
104 C 7.512 -13.351 -8.152  -0.515
105 C 7.418 -13.826 -9.425  0.144
106 H 7.544 -10.906 -11.069  0.406
107 H 7.731 -10.022 -8.686  0.411
108 H 7.437 -11.696 -6.746  0.407
109 H 7.328 -14.166 -7.435  0.398
110 H 7.145 -14.903 -9.637  0.160

Computed properties:
multiplicity: 4
net charge: +4
molecular weight: 1049.9 g/mol
energy relative to the best compared isomer or geometry (same formula, charge and spin): 31.1 kcal per mole
electronic energy: -6053.026697 hartree
highest occupied orbital energy (spin up / spin down): -17.2 / -17.4 eV
expectation value of S²: 3.8084

6.
15 unconnected molecules or ions with the total composition H30O15, computed with wB97M-V/def2-TZVPD.

Last column: Mulliken charge in e.
Element x y z (Å)
1 O 0.206 -0.697 -0.342  -0.136
2 H 0.446 -0.754 0.594  0.144
3 H -0.441 0.024 -0.301  0.264
4 O 0.578 2.633 -1.381  -0.752
5 H 0.941 2.429 -0.501  0.398
6 H 0.297 3.573 -1.278  0.296
7 O -2.116 1.868 0.240  -0.562
8 H -3.073 2.088 0.393  0.285
9 H -1.917 2.587 -0.353  0.179
10 O 1.365 1.950 0.943  -0.800
11 H 1.828 1.147 0.713  0.383
12 H 0.690 1.696 1.569  0.413
13 O -1.781 1.774 -2.657  -0.566
14 H -0.916 2.048 -2.343  0.326
15 H -1.789 1.800 -3.631  0.281
16 O 1.595 -2.256 -3.001  -0.636
17 H 1.110 -2.589 -2.225  0.325
18 H 1.493 -1.287 -2.997  0.357
19 O 1.693 -0.933 1.902  -0.554
20 H 1.329 -1.793 1.818  0.373
21 H 1.501 -0.648 2.827  0.249
22 O -0.637 0.687 2.198  -0.570
23 H -1.166 0.502 2.992  0.397
24 H -1.310 1.004 1.607  0.210
25 O -3.588 -0.767 0.740  -0.613
26 H -3.331 0.076 0.484  0.244
27 H -4.081 -0.601 1.566  0.327
28 O 1.273 0.622 -3.093  -0.578
29 H 1.301 1.237 -3.852  0.320
30 H 1.094 1.319 -2.438  0.262
31 O -1.437 -2.180 1.881  -0.572
32 H -2.173 -1.672 1.509  0.333
33 H -1.709 -2.542 2.699  0.302
34 O 0.032 -1.798 4.178  -0.647
35 H -0.170 -1.369 3.324  0.176
36 H 0.071 -1.096 4.809  0.337
37 O 3.439 -2.406 0.122  -0.658
38 H 3.152 -1.460 0.130  0.333
39 H 4.015 -2.465 -0.649  0.312
40 O 2.810 0.368 -0.875  -0.746
41 H 1.978 -0.040 -1.143  0.364
42 H 2.790 1.312 -1.088  0.276
43 O -1.879 -1.437 -1.856  -0.676
44 H -1.057 -1.294 -1.382  0.360
45 H -2.460 -0.664 -1.861  0.238

Computed properties:
molecular weight: 270.2 g/mol
energy relative to the best compared isomer or geometry (same formula, charge and spin): 40.2 kcal per mole
electronic energy: -1146.576024 hartree
highest occupied orbital energy: -9.9 eV

Among the records above, which one has the highest molecular weight?
C54H46GeN4S4Tc